{
  "formula": "C36H43N7O9S2",
  "method": "ωB97M-V/def2-TZVPD",
  "elements": ["O", "C", "N", "C", "H", "H", "H", "H", "H", "N", "C", "C", "C", "C", "C", "H", "H", "H", "H", "H", "N", "C", "C", "C", "C", "C", "H", "H", "H", "H", "H", "N", "C", "C", "C", "C", "C", "H", "H", "H", "H", "H", "N", "C", "C", "C", "C", "C", "H", "H", "H", "H", "H", "N", "C", "C", "C", "C", "C", "H", "H", "H", "H", "H", "N", "C", "C", "C", "C", "C", "H", "H", "H", "H", "H", "C", "C", "O", "S", "O", "O", "O", "H", "H", "H", "H", "C", "C", "O", "S", "O", "O", "O", "H", "H", "H", "H"],
  "coordinates": [[7.9585, 7.9985, 17.7109], [8.3276, 7.2623, 16.7653], [7.4990, 7.0359, 15.7659], [9.8104, 6.8476, 16.4468], [7.6713, 6.4212, 14.9832], [6.5426, 7.3456, 15.8633], [10.4631, 7.1088, 17.2797], [10.1528, 7.2250, 15.4832], [9.8322, 5.7853, 16.2034], [11.0294, 7.9191, 25.0619], [12.1356, 8.2578, 24.3749], [12.6977, 7.6139, 23.3523], [12.1941, 6.3440, 23.0182], [11.0426, 5.9405, 23.7696], [10.5979, 6.6939, 24.7963], [12.5430, 9.1529, 24.8214], [13.5871, 8.0757, 22.9496], [12.6263, 5.7840, 22.2021], [10.4240, 5.0840, 23.5457], [9.5957, 6.4504, 25.1167], [13.4429, 8.4070, 19.5515], [14.6694, 8.9269, 19.6127], [15.7455, 8.1078, 19.7274], [15.6354, 6.6412, 19.6783], [14.3325, 6.1594, 19.7150], [13.2869, 7.0318, 19.5433], [14.9173, 9.9501, 19.8535], [16.6794, 8.5891, 19.9776], [16.3820, 5.8619, 19.7201], [14.1367, 5.1003, 19.7945], [12.3125, 6.6424, 19.2874], [12.6353, 0.0871, 15.6700], [13.6835, 0.5565, 16.4028], [14.3649, 1.7395, 16.1121], [13.9570, 2.3999, 14.8837], [12.9592, 1.8288, 14.1018], [12.2387, 0.7445, 14.5770], [13.7256, 0.1217, 17.3906], [15.2316, 2.1590, 16.6012], [14.4080, 3.3105, 14.5178], [12.5615, 2.1941, 13.1665], [11.4948, 0.2593, 13.9625], [8.1130, 4.6836, 22.2570], [8.2410, 3.3645, 22.6671], [7.2739, 2.5500, 23.1715], [6.0057, 3.1400, 23.2620], [5.7033, 4.4171, 22.7628], [6.8305, 5.1595, 22.3171], [9.1980, 2.8782, 22.5492], [7.3758, 1.5756, 23.6260], [5.2044, 2.6122, 23.7577], [4.6998, 4.7992, 22.8789], [6.7801, 6.1560, 21.9038], [8.6232, -0.8465, 20.1967], [8.2115, -1.8597, 19.4149], [8.6363, -2.0691, 18.1140], [9.6850, -1.2272, 17.6699], [10.2011, -0.2493, 18.4584], [9.5656, -0.0126, 19.7246], [7.3711, -2.4638, 19.7235], [8.1930, -2.8147, 17.4706], [10.2897, -1.5806, 16.8477], [11.0147, 0.3256, 18.0413], [9.8802, 0.7676, 20.4019], [11.3016, 3.5818, 20.7344], [12.2952, 2.8333, 20.1872], [12.5610, 2.8056, 18.7865], [11.7852, 3.5067, 17.9351], [10.7061, 4.1929, 18.4744], [10.4488, 4.1972, 19.8471], [12.9080, 2.1846, 20.7954], [13.3437, 2.1612, 18.4143], [11.8943, 3.5454, 16.8613], [9.8448, 4.4603, 17.8803], [9.5072, 4.5434, 20.2470], [6.9740, 2.2680, 19.2557], [6.4600, 1.2306, 18.2985], [5.7296, 1.9502, 17.3763], [5.8029, 3.6078, 17.4569], [4.7132, 4.1380, 18.2908], [6.1000, 4.2759, 16.1651], [7.1309, 3.3993, 18.4221], [7.9280, 1.9312, 19.6615], [6.2350, 2.3575, 20.0519], [6.0074, 0.3645, 18.7813], [7.2712, 0.7636, 17.7399], [14.3237, 3.8961, 24.1472], [12.9970, 3.1905, 24.1153], [13.1711, 1.7846, 23.8029], [14.7870, 1.4092, 23.5124], [14.9898, 0.9859, 22.1394], [15.2581, 0.5438, 24.6631], [15.3302, 2.9781, 23.7098], [14.6526, 4.0801, 25.1700], [14.4466, 4.6908, 23.4113], [12.2986, 3.6600, 23.4225], [12.5145, 3.4331, 25.0621]],
  "lowdin_spin": [0.000, 0.000, 0.000, 0.000, 0.000, 0.000, 0.000, 0.000, 0.000, 0.001, 0.000, 0.000, 0.001, 0.001, 0.000, 0.000, 0.000, 0.001, 0.000, 0.000, 0.531, 0.077, 0.166, 0.003, 0.054, 0.128, 0.005, 0.013, 0.002, 0.002, 0.012, 0.000, 0.000, 0.000, 0.000, 0.000, 0.000, 0.000, 0.000, 0.000, 0.000, 0.000, 0.000, 0.000, 0.000, 0.000, 0.000, 0.000, 0.000, 0.000, 0.000, 0.000, 0.000, 0.000, 0.000, 0.000, 0.000, 0.000, 0.000, 0.000, 0.000, 0.000, 0.000, 0.000, 0.000, 0.000, 0.000, 0.000, 0.000, 0.001, 0.000, 0.000, 0.000, 0.000, 0.000, 0.000, 0.000, 0.000, 0.000, 0.000, 0.000, 0.000, 0.000, 0.000, 0.000, 0.000, 0.000, 0.000, 0.000, 0.000, 0.000, 0.000, 0.000, 0.000, 0.000, 0.000, 0.000],
  "gap_ev": [6.36, 2.86],
  "lumo_energy_ev": [-5.20, -8.71],
  "s2": 0.76,
  "multiplicity": 2,
  "total_energy_ev": -88542.02153,
  "total_charge": 1
}

---

{
  "formula": "C10H18N2O3",
  "method": "ωB97M-V/def2-TZVPD",
  "elements": ["C", "C", "C", "C", "N", "C", "O", "C", "C", "C", "C", "N", "C", "O", "O", "H", "H", "H", "H", "H", "H", "H", "H", "H", "H", "H", "H", "H", "H", "H", "H", "H", "H"],
  "coordinates": [[-0.1408, 2.4424, -3.2511], [-0.7510, 1.7204, -2.0412], [-1.2158, 2.7802, -1.0126], [0.1448, 0.5601, -1.4791], [-0.5293, -0.3481, -0.5536], [-0.5785, -0.1001, 0.7638], [-0.0590, 0.9161, 1.2597], [-1.2353, -1.2247, 1.5568], [-0.4441, -1.4175, 2.8550], [0.2495, -2.7499, 2.6321], [0.0685, -3.1641, 1.1607], [-1.1895, -2.4885, 0.7641], [1.5344, 0.9694, -0.9901], [1.9187, 2.1041, -1.0084], [2.1895, -0.0755, -0.4173], [0.7547, 2.9787, -2.9709], [0.2180, 1.6919, -4.0203], [-0.8796, 3.0995, -3.7581], [-1.7179, 1.2530, -2.3823], [-1.9146, 2.3475, -0.2870], [-1.8307, 3.5620, -1.5201], [-0.2945, 3.1831, -0.5381], [0.3125, -0.0422, -2.3344], [-0.6862, -1.2936, -0.8771], [-2.3020, -0.9661, 1.7491], [0.2248, -0.5691, 3.0748], [-1.2001, -1.4862, 3.6924], [1.2787, -2.8318, 2.9955], [-0.2234, -3.5392, 3.2558], [0.9385, -2.8404, 0.5377], [-0.0049, -4.2716, 1.0294], [-1.8899, -3.1277, 1.1302], [3.0646, 0.2547, -0.0879]],
  "lowdin_charge": [-0.084, -0.357, -0.074, -0.180, 0.125, -0.429, 0.055, -0.236, -0.137, -0.189, -0.199, -0.039, -0.469, 0.123, 0.094, 0.063, 0.091, 0.085, 0.142, 0.069, 0.083, 0.087, 0.138, 0.131, 0.162, 0.113, 0.125, 0.105, 0.108, 0.113, 0.121, 0.110, 0.150],
  "gap_ev": 10.18,
  "lumo_energy_ev": 0.66,
  "smiles": "CC(C)[C@H](NC(=O)[C@@H]1CCCN1)C(=O)O",
  "total_energy_ev": -19785.32092,
  "total_charge": 0
}

---

{
  "formula": "C3H2FLuO2",
  "method": "ωB97M-V/def2-TZVPD",
  "elements": ["F", "O", "O", "C", "C", "C", "H", "H", "Lu"],
  "coordinates": [[-0.8407, 1.9502, -0.3028], [0.6126, -1.1036, -0.6563], [1.3917, 1.0440, 0.1480], [-0.6203, -1.1990, 0.0004], [-0.8979, 0.1901, 0.2975], [0.2473, 0.8261, -0.3014], [-1.3718, -1.6508, -0.6668], [-1.4283, 0.4745, 1.2051], [2.9075, -0.5316, 0.2762]],
  "lowdin_charge": [0.019, -0.292, -0.137, 0.000, 0.040, -0.264, 0.168, 0.161, 2.304],
  "gap_ev": [4.57, 5.27],
  "lumo_energy_ev": [-12.38, -12.54],
  "total_energy_ev": -43548.31332,
  "total_charge": 2
}